Record 1
# C27H12BF15O

A cluster of 2 separate species, C27H12BF15O in total in a non-equilibrium geometry (ωB97M-V with the def2-TZVPD basis set, the Open Molecules 2025 dataset).

Structure (ORCA input):
```
! wB97M-V def2-TZVPD RIJCOSX def2/J DEFGRID3
* xyz 0 1
F -0.584 6.012 0.184
C -0.745 4.688 0.037
C -1.616 3.995 0.882
F -2.254 4.656 1.880
C -1.836 2.640 0.635
F -2.551 1.951 1.570
C -1.330 1.977 -0.517
B -1.967 0.703 -1.132
C -2.726 -0.350 -0.246
C -2.175 -1.157 0.767
F -0.854 -1.046 1.086
C -2.938 -2.094 1.467
F -2.367 -2.912 2.385
C -4.311 -2.171 1.193
F -5.083 -3.046 1.867
C -4.901 -1.380 0.206
F -6.226 -1.469 -0.042
C -4.092 -0.506 -0.509
F -4.650 0.242 -1.502
C -1.745 0.337 -2.633
C -1.326 -0.959 -2.991
F -1.005 -1.843 -2.006
C -1.178 -1.392 -4.307
F -0.726 -2.641 -4.563
C -1.523 -0.510 -5.335
F -1.442 -0.901 -6.617
C -1.855 0.819 -5.056
F -2.108 1.662 -6.088
C -1.939 1.224 -3.722
F -2.236 2.535 -3.483
C -0.211 2.642 -1.088
F 0.658 1.942 -1.879
C 0.064 3.989 -0.871
F 1.036 4.627 -1.568
C 2.379 -2.707 -1.357
O 1.619 -1.998 -0.361
C 2.247 -0.760 -0.021
C 2.778 -0.798 1.392
C 3.490 0.352 1.772
C 3.985 0.463 3.052
C 3.814 -0.586 3.953
C 4.439 -0.399 5.302
C 2.974 -1.652 3.633
C 2.441 -1.783 2.353
H 2.078 -3.759 -1.441
H 2.234 -2.223 -2.340
H 3.457 -2.681 -1.099
H 2.992 -0.455 -0.795
H 1.544 0.048 -0.035
H 3.598 1.171 1.061
H 4.444 1.390 3.410
H 4.182 -1.213 5.989
H 5.535 -0.292 5.230
H 4.067 0.544 5.743
H 2.688 -2.327 4.441
H 1.757 -2.596 2.109
*
```

**F_max**: 1.472 eV Å⁻¹
**LUMO level**: -1.7 eV
**Orbital gap**: 6.89 eV
**Structure (SMILES)**: Fc1c(F)c(F)c(B(c2c(F)c(F)c(F)c(F)c2F)c2c(F)c(F)c(F)c(F)c2F)c(F)c1F.COCc1ccc(C)cc1

***

Record 2
# C27H12Cl76N2OP

A cluster of 20 separate species, C27H12Cl76N2OP in total in a non-equilibrium geometry (ωB97M-V with the def2-TZVPD basis set, the Open Molecules 2025 dataset).

Structure (ORCA input):
```
! wB97M-V def2-TZVPD RIJCOSX def2/J DEFGRID3
* xyz 1 1
C 0.088 -5.148 2.128
C 0.320 -3.639 1.447
N 0.662 -2.644 2.365
C 0.124 -3.318 -0.161
C 1.503 -2.563 -0.664
C 1.748 -0.932 -0.604
C 3.181 -0.284 -1.099
C 4.316 -1.350 -1.649
N 4.022 -2.834 -1.679
P 5.354 -3.897 -2.284
O 4.783 -5.175 -3.018
C 2.734 -3.508 -1.257
H -0.219 -5.956 1.330
H -0.807 -5.001 2.897
H 1.061 -5.423 2.733
H 0.764 -1.720 1.890
H -0.858 -2.684 -0.364
H 0.069 -4.350 -0.740
H 0.895 -0.255 -0.165
H 3.327 0.882 -1.025
H 5.340 -0.876 -2.025
H 6.101 -4.349 -1.104
H 6.260 -3.149 -3.123
H 2.607 -4.675 -1.346
C 3.597 3.926 -2.221
Cl 3.178 3.138 -0.680
Cl 4.823 5.186 -1.930
Cl 4.249 2.712 -3.351
Cl 2.138 4.668 -2.925
C 1.527 -0.485 5.930
Cl 2.940 -1.312 6.632
Cl 1.889 -0.013 4.250
Cl 0.125 -1.585 5.947
Cl 1.152 0.969 6.888
C 4.196 -2.312 -6.219
Cl 5.670 -1.466 -6.752
Cl 2.762 -1.455 -6.839
Cl 4.208 -3.980 -6.846
Cl 4.142 -2.347 -4.438
C -0.913 3.858 9.371
Cl -0.441 4.785 10.817
Cl -1.744 2.362 9.869
Cl -2.010 4.841 8.368
Cl 0.542 3.444 8.429
C -0.547 -3.857 -4.434
Cl 0.441 -4.739 -5.626
Cl -1.354 -2.483 -5.231
Cl -1.776 -4.954 -3.753
Cl 0.500 -3.253 -3.125
C 1.932 7.605 12.808
Cl 3.086 8.885 13.259
Cl 2.685 6.522 11.611
Cl 1.486 6.670 14.258
Cl 0.471 8.344 12.105
C -0.591 6.132 -0.244
Cl -0.677 7.067 -1.758
Cl -0.451 7.250 1.137
Cl -2.068 5.152 -0.066
Cl 0.832 5.060 -0.287
C -1.326 4.820 -5.273
Cl -0.172 6.100 -4.821
Cl -0.573 3.736 -6.470
Cl -1.772 3.884 -3.823
Cl -2.787 5.558 -5.976
C -3.453 -2.435 3.427
Cl -4.041 -3.087 4.977
Cl -3.091 -3.780 2.316
Cl -4.705 -1.391 2.708
Cl -1.974 -1.482 3.707
C -4.849 -1.254 -7.361
Cl -5.437 -1.906 -5.810
Cl -4.487 -2.599 -8.472
Cl -6.101 -0.210 -8.080
Cl -3.370 -0.301 -7.081
C -5.406 -7.062 -5.001
Cl -3.748 -7.615 -4.651
Cl -6.250 -8.294 -5.973
Cl -6.283 -6.811 -3.470
Cl -5.343 -5.530 -5.908
C -6.135 6.215 0.612
Cl -5.781 4.509 0.985
Cl -5.003 6.798 -0.634
Cl -7.806 6.356 0.010
Cl -5.951 7.196 2.088
C 3.475 -8.672 -4.536
Cl 5.132 -9.224 -4.187
Cl 2.631 -9.903 -5.509
Cl 2.598 -8.420 -3.006
Cl 3.538 -7.140 -5.443
C 3.616 -1.183 11.052
Cl 4.089 -0.256 12.498
Cl 2.786 -2.678 11.550
Cl 2.520 -0.200 10.049
Cl 5.071 -1.596 10.110
C -3.677 8.012 6.230
Cl -3.205 8.939 7.677
Cl -4.508 6.517 6.728
Cl -4.774 8.995 5.227
Cl -2.222 7.599 5.289
C -3.699 -10.238 -8.404
Cl -3.344 -11.944 -8.032
Cl -2.567 -9.655 -9.650
Cl -5.369 -10.096 -9.007
Cl -3.514 -9.257 -6.928
C -1.768 10.872 2.784
Cl -0.625 10.363 4.053
Cl -2.448 12.465 3.202
Cl -0.912 10.982 1.225
Cl -3.084 9.679 2.657
C 3.623 -8.509 0.914
Cl 5.280 -9.062 1.263
Cl 2.779 -9.741 -0.059
Cl 2.745 -8.258 2.444
Cl 3.686 -6.977 0.007
C -0.277 9.137 -7.932
Cl 0.195 10.064 -6.486
Cl -1.107 7.642 -7.434
Cl -1.373 10.120 -8.935
Cl 1.178 8.724 -8.874
*
```

**F_max**: 6.344 eV Å⁻¹
**LUMO level**: -5.1 eV
**Orbital gap**: 7.09 eV

***

- The highest F_max belongs to which entry?
  C27H12Cl76N2OP

***

- Which of these has the highest orbital gap?
  C27H12Cl76N2OP

***

- The lowest F_max belongs to which entry?
  C27H12BF15O

***

- The highest LUMO level belongs to which entry?
  C27H12BF15O